Density functional theory data (ωB97M-V/def2-TZVPD) for C44H31Br2ClF4O2P2Pd as an isolated structure.

The multiplicity is 1. Its net charge is +2. As for the calculated total energy: -235746.0531 eV. As for the HOMO energy: -13.357 eV.

Element x y z (Å)
H -2.07 1.31 4.41
C 2.96 -3.43 3.12
H -6.79 1.21 -0.69
C -5.35 0.16 0.50
C -4.96 2.32 -0.49
F 0.70 5.84 2.74
H 3.13 -5.18 1.89
H -0.70 -4.97 -3.03
C -1.46 5.46 3.52
C -2.55 3.40 3.01
C -1.22 0.22 -1.20
C 2.65 -2.08 3.16
Pd 0.25 0.74 -0.04
C 2.90 -4.13 1.92
H -1.43 -2.80 5.38
H -6.01 -0.68 0.69
H -3.29 -0.65 -2.13
H -2.04 -0.50 6.06
C 3.06 0.21 -2.74
H -2.42 -2.12 -2.65
C -0.08 1.77 -4.27
C 2.53 -3.48 0.75
C -3.69 2.34 0.04
C -1.44 -2.00 4.65
H -0.83 -3.27 3.03
C 1.32 -4.77 -3.73
C 0.96 0.88 -4.04
H -5.31 3.15 -1.09
C 0.32 -3.35 -2.07
C -0.27 2.85 -3.43
C -1.45 2.93 2.27
H 3.58 -2.53 -2.61
C 4.21 -0.13 -0.58
H 2.48 -4.03 -0.17
H 0.44 3.93 -1.71
Br 1.21 3.37 1.24
H 4.29 -0.56 0.41
P -1.55 1.30 1.45
C 2.52 -4.09 -3.61
H -0.87 -1.46 1.36
H 1.24 -5.60 -4.42
C 5.27 1.27 -2.33
C -0.36 3.80 2.19
H 2.97 -0.62 -3.45
H -3.04 3.19 -0.16
C 2.28 -1.45 1.98
C -0.35 5.03 2.81
C 5.26 0.68 -1.06
H 1.11 0.04 -4.70
H 6.11 0.85 -0.41
C -2.56 4.64 3.62
H 3.25 -3.94 4.03
H -0.75 1.62 -5.11
Cl 1.94 0.26 2.06
Br -1.69 4.04 -3.73
C 0.23 -4.41 -2.95
C 2.21 -2.12 0.76
C 1.81 1.09 -2.96
C 3.12 -0.38 -1.37
C 1.61 2.17 -2.11
H 4.18 1.42 -4.16
C -3.25 1.27 0.82
H -0.52 -3.09 -1.45
C -2.72 -1.51 -1.80
C -1.11 -2.27 3.33
H -3.27 -2.10 -1.08
P 1.67 -1.27 -0.75
F -3.63 2.65 3.18
C -4.07 0.18 1.04
O -1.81 1.03 -1.84
F -1.46 6.64 4.10
C 2.62 -3.02 -2.72
H -3.74 -0.65 1.66
C 0.58 3.06 -2.34
C -1.47 0.05 2.76
C 1.51 -2.63 -1.96
H 6.10 1.88 -2.64
O -1.50 -1.08 -1.12
H 2.69 -1.52 4.08
H 2.34 2.38 -1.33
F -3.63 5.03 4.30
H 3.38 -4.39 -4.18
C -5.80 1.22 -0.27
C -1.80 0.31 4.09
C -1.78 -0.71 5.03
C 4.22 1.02 -3.15
C -1.12 -1.25 2.39

Mulliken population analysis, charges in e, atoms 1 to 5: 0.35 -0.74 0.44 -0.81 -0.87

Density functional theory data (ωB97M-V/def2-TZVPD) for C29H41N7O5PPtSTe as an isolated structure.

The multiplicity is 5. Its net charge is -1. As for the calculated total energy: -82070.1562 eV. The value obtained for the energy above the lowest of the compared OMol25 structures with the same formula, charge and spin is 0.394 eV. As for the HOMO energy (spin up / spin down): -4.952 / -5.191 eV. Its expectation value of S² is 6.0246.

Element x y z (Å)
C 0.85 1.10 -3.88
C -3.33 -0.12 -0.01
N -2.09 -0.34 -0.80
O 3.81 -1.48 4.11
C 1.19 -3.80 1.06
C 4.06 -0.87 -0.62
H -2.95 -3.06 1.61
C 2.93 -2.84 2.35
C -1.04 4.47 -1.87
H -2.59 -0.81 1.86
H 3.81 -3.44 2.58
H 4.31 -4.15 0.48
C 3.37 -3.78 0.08
C -3.11 3.43 -2.84
H -0.63 3.43 0.00
H 0.51 2.11 -3.62
Pt 0.12 -0.22 2.08
H -3.68 3.24 -3.75
C -1.78 4.11 -3.17
H -3.36 0.93 0.30
H -4.20 -0.29 -0.66
H 3.12 -0.52 1.13
C 3.01 -1.55 3.19
C 5.04 -1.23 -2.78
C 2.55 1.20 -2.04
H -3.71 4.11 -2.22
N -0.38 1.25 0.86
C -1.77 4.16 4.67
H 0.13 -4.04 0.94
C -1.42 3.51 -0.74
C -3.46 -2.50 0.83
S -0.92 2.71 6.58
O 1.48 -2.52 0.51
N 0.28 0.34 -1.63
O 2.20 -0.62 2.78
C 2.17 -4.73 0.32
H 1.74 -5.07 -0.62
H 3.60 1.07 -1.78
H 0.38 -0.91 -3.29
H 2.70 -0.01 -3.82
N 3.45 -1.24 0.47
H -1.30 5.49 -1.56
H -2.16 4.99 4.11
C -2.73 -2.71 -0.51
C 0.57 -2.81 3.34
H 1.76 0.42 -0.18
H -2.32 3.88 -0.21
O 0.80 -2.62 4.54
H -3.78 1.89 -1.50
C -1.57 -1.73 -0.67
H -2.34 -3.73 -0.57
H 2.03 -0.80 -1.43
H -1.02 0.17 -3.24
C 2.88 -2.53 0.82
N 4.47 -1.50 -1.63
C -2.89 2.11 -2.10
H 0.04 4.44 -2.03
H 2.43 -5.60 0.93
H -4.34 -0.74 1.78
H -4.48 -2.87 0.75
H -0.91 -1.83 0.19
H -1.18 3.43 -3.77
H 1.75 -4.58 3.05
C 1.69 0.23 -1.24
H -3.42 -2.57 -1.34
H -1.43 2.70 3.03
N 5.52 -1.11 -3.83
C 0.05 0.10 -3.04
C -3.44 -1.01 1.22
H -2.78 1.29 -2.82
H 3.50 -3.57 -0.98
C 2.34 0.99 -3.54
C -1.37 2.93 4.09
H 0.67 0.93 -4.94
H 2.26 2.23 -1.78
H -1.95 5.01 -3.77
H 2.91 1.72 -4.12
N -1.68 2.17 -1.28
P -0.89 0.86 -0.57
H -0.99 -1.98 -1.56
C -1.58 4.18 6.02
O -0.43 -2.36 2.69
Te -0.01 0.12 4.77
H -1.79 4.98 6.71
C 1.61 -3.63 2.53
C -0.88 2.03 5.00

Mulliken population analysis, charges in e, atoms 1 to 5: -0.46 -1.02 0.37 -0.82 -0.06

Density functional theory data (ωB97M-V/def2-TZVPD) for C18H42InN6O6 as an isolated structure.

The multiplicity is 1. Its net charge is +3. As for the calculated total energy: -45717.9450 eV. The value obtained for the energy above the lowest of the compared OMol25 structures with the same formula, charge and spin is 3.342 eV. As for the HOMO energy: -17.119 eV.

Element x y z (Å)
H -0.62 1.62 4.75
C -0.19 -2.43 2.99
N -0.77 -3.64 2.99
H 3.80 2.47 1.78
N 0.41 -4.37 -1.59
H 2.69 -3.83 -0.37
O -1.76 1.48 2.41
H -3.01 3.53 -4.08
C -1.92 3.52 -4.14
H 0.55 -1.37 4.68
H 1.69 -1.61 -4.86
H -0.39 -4.85 -3.39
H -0.88 4.95 2.15
C -0.06 4.66 2.81
H -0.46 -4.41 3.56
H -2.11 -3.27 1.39
H -1.47 -1.06 -4.49
H 0.54 5.56 2.97
H 2.46 4.68 2.57
H -1.65 4.36 -4.79
H 2.79 2.54 0.32
H -1.59 -4.68 -2.15
H 0.00 -0.12 -5.24
H -1.86 0.33 4.69
H 0.92 -5.23 -1.52
H -5.36 2.46 2.41
C 3.14 3.10 1.19
H 0.83 -1.67 -3.41
O 0.32 2.84 1.25
C -1.26 1.12 -4.17
C -4.31 2.73 2.30
H 0.83 -3.12 4.69
H -1.63 3.73 -3.11
C 0.84 3.72 1.95
H 4.05 0.71 -0.78
N 2.15 3.87 2.05
N 2.88 -0.99 -3.18
C -1.71 -4.11 1.96
C -1.06 -0.17 -4.96
C 0.72 -3.43 -0.68
H -2.15 1.74 5.63
H -3.90 2.88 4.36
H -1.57 -0.04 -5.92
H -1.97 2.15 -5.75
H -1.46 -4.91 1.27
H 2.09 -2.76 0.86
C -2.31 1.86 3.44
H 1.66 -4.53 0.94
N -3.51 2.50 3.51
C 4.00 0.62 -1.87
H -0.90 -3.27 -2.90
H -4.25 3.82 2.24
C 1.84 -1.83 -3.80
H 4.97 0.19 -2.15
H -2.44 -4.53 2.65
H -3.99 2.14 1.45
O -0.40 -1.60 2.11
N -1.63 2.24 -4.80
H 3.74 -0.84 -3.69
C -1.68 1.40 4.70
C 2.81 -0.21 -2.09
C 0.83 -2.23 4.07
O 1.84 -0.09 -1.40
In -0.71 0.35 -0.06
O -1.10 1.03 -2.93
H 1.80 -2.05 3.60
H 2.12 -2.86 -3.62
C -0.66 -4.26 -2.52
H 3.94 1.55 -2.43
O 0.10 -2.40 -0.67
C 1.84 -3.67 0.30
H -0.35 4.20 3.75
H 3.87 3.80 0.78

Mulliken population analysis, charges in e, atoms 1 to 5: 0.27 0.62 -0.19 0.37 -0.05

Q: Among the records above, which one has the highest net charge?
A: C18H42InN6O6